# 1
Entry from OMol25: a structure of composition C40H35F5GeO2S3Ti at a distorted geometry (wB97M-V/def2-TZVPD).

Computed properties:
- orbital gap (alpha / beta) (eV) = 7.40 / 3.91
- calculated total energy (eV) = -171851.1694
- highest occupied orbital energy (alpha / beta) (eV) = -12.8500 / -12.6930
- total charge = +2
- 2S+1 = 3

Geometry (Å):
Ge -1.290 -1.975 0.249
Ti -0.145 0.341 0.645
S 0.893 -0.110 -2.545
S 3.034 0.252 2.075
S -2.024 1.083 -0.815
F -2.806 5.654 -2.843
F 0.215 2.601 0.455
F -0.779 6.741 -1.441
F -3.405 3.054 -2.532
F 0.727 5.197 0.226
O 0.733 -0.031 -1.012
O 1.735 0.449 1.292
C 0.288 0.988 3.693
C -2.792 -3.024 2.521
C -2.710 -2.061 -2.371
C 1.866 -2.191 2.636
C 4.255 -0.399 0.853
C -2.868 -2.485 -3.684
C 3.683 -1.512 4.078
C 1.785 2.561 -2.685
C -0.542 -3.093 -2.306
C 2.657 -0.603 -2.693
C 1.349 3.899 -4.640
C -4.148 -1.761 0.991
C -1.861 -3.205 -4.311
C -1.660 2.748 -0.990
C -5.277 -2.071 1.735
C -2.897 -2.253 1.364
C -1.861 2.260 2.474
C -2.416 3.574 -1.849
C 1.759 -3.386 3.329
C -0.647 0.218 2.985
C 3.573 -2.711 4.764
C -1.076 5.484 -1.276
C 1.943 3.743 -3.393
C 0.175 2.363 3.747
C -2.122 4.914 -1.999
C -0.907 3.004 3.139
C -1.730 0.867 2.370
C 3.499 -0.101 -1.522
C -1.553 -2.377 -1.661
C -0.604 3.364 -0.312
C -5.163 -2.846 2.880
C 2.828 -1.271 3.011
C 3.599 -1.077 -0.346
C -0.307 4.695 -0.422
C -3.920 -3.322 3.272
C 0.424 1.687 -4.483
C 0.581 2.876 -5.180
C 1.039 1.533 -3.245
C -0.695 -3.506 -3.621
C 2.616 -3.646 4.391
H -2.747 2.740 2.075
H 1.015 -4.114 3.033
H 0.086 -4.079 -4.106
H 2.662 -1.693 -2.759
H -1.019 4.077 3.233
H -2.582 0.282 2.032
H 0.360 -3.356 -1.760
H 0.891 2.944 4.313
H -6.041 -3.072 3.470
H 1.065 0.489 4.260
H 1.486 4.823 -5.187
H -6.248 -1.709 1.420
H -4.251 -1.136 0.110
H -3.507 -1.499 -1.901
H 4.505 0.111 -1.888
H -0.676 -0.856 3.141
H 2.606 -1.436 -0.075
H -0.162 0.877 -4.903
H 2.247 2.453 -1.713
H 2.990 -0.194 -3.645
H 4.187 -1.947 -0.640
H -3.831 -3.931 4.162
H 3.090 0.837 -1.152
H 0.121 2.994 -6.151
H 2.538 -4.581 4.928
H -1.989 -3.537 -5.333
H -1.826 -3.413 2.827
H 2.551 4.538 -2.978
H 1.213 -1.979 1.803
H -3.785 -2.262 -4.214
H 4.880 -1.076 1.434
H 4.862 0.454 0.547
H 4.425 -0.777 4.368
H 4.236 -2.916 5.593
H -0.407 -3.186 0.659

Results of the Löwdin charge analysis, in e, for atoms 1 through 2:
1. Ge 0.911
2. Ti 0.617



# 2
Entry from OMol25: a structure of composition C40H35FeN8O (wB97M-V/def2-TZVPD).

Computed properties:
- orbital gap (alpha / beta) (eV) = 7.93 / 6.43
- calculated total energy (eV) = -90393.2407
- highest occupied orbital energy (alpha / beta) (eV) = -13.1734 / -13.4529
- total charge = +2
- 2S+1 = 6
- ΔE to the lowest compared entry with this formula, charge and spin (kcal/mol) = 0.4

Geometry (Å):
Fe 0.182 0.271 -0.037
O -0.508 7.294 0.096
N 1.688 1.596 1.300
N 2.535 -0.389 -0.545
N -0.595 2.266 -0.332
N -0.157 -2.129 -0.257
N -2.127 -0.260 0.282
N -0.246 -0.017 2.142
N -1.104 4.585 0.319
N 0.512 -0.391 -2.115
C -3.005 -0.382 -0.719
C 1.853 0.623 -3.968
C 2.870 1.489 3.370
C -4.406 -1.790 0.617
C 2.789 0.031 -1.818
C -0.339 5.265 1.383
C 4.078 0.330 -2.286
C 4.235 0.831 -3.604
C -3.508 -1.629 1.663
C 3.724 2.804 1.579
C 4.899 -0.377 -0.143
C -1.173 6.642 -0.972
C -0.076 -1.514 -2.567
C -1.988 5.467 -0.465
C -2.386 -0.850 1.455
C -0.669 -0.597 4.799
C 3.143 0.998 -4.407
C 0.396 6.441 0.767
C -0.835 3.357 -0.027
C 5.153 0.104 -1.396
C 3.856 2.319 2.862
C 0.483 0.057 4.403
C -0.361 -3.037 0.673
C -1.256 -4.622 -0.868
C 1.796 1.163 2.562
C 3.561 -0.587 0.248
C -1.383 -0.605 2.525
C -0.234 -1.885 -3.906
C -0.855 -3.089 -4.246
C -1.246 -3.974 -3.269
C -2.760 0.351 -2.008
C 2.470 2.994 -0.572
C -4.159 -1.152 -0.578
C 2.624 2.424 0.813
C -1.628 -0.912 3.855
C 1.673 0.131 -2.704
C -0.910 -4.306 0.415
C -0.468 -2.448 -1.535
C -1.017 -3.686 -1.897
C 0.654 0.348 3.058
H 1.212 0.359 5.140
H -2.842 -0.326 -2.860
H -2.559 -1.365 4.160
H -0.445 6.300 -1.719
H 0.879 7.032 1.542
H -2.427 4.905 -1.287
H -1.784 0.824 -2.016
H -1.051 5.625 2.127
H -2.783 5.819 0.193
H 1.007 0.750 -4.630
H -1.830 7.377 -1.430
H 4.709 2.590 3.472
H -1.007 -3.333 -5.289
H 2.144 4.036 -0.507
H 5.701 -0.577 0.556
H 1.162 6.078 0.068
H -1.698 -4.922 -3.538
H -5.291 -2.399 0.747
H 1.735 2.457 -1.160
H -1.681 -5.588 -1.111
H 2.953 1.114 4.380
H 4.465 3.468 1.154
H 0.094 -1.217 -4.689
H 5.227 1.077 -3.961
H 3.337 -0.918 1.257
H 3.263 1.395 -5.406
H -4.849 -1.239 -1.407
H -0.084 -2.762 1.686
H -3.688 -2.116 2.610
H 0.344 4.557 1.851
H 6.167 0.305 -1.722
H -3.516 1.128 -2.139
H -1.046 -5.009 1.225
H 3.425 2.990 -1.098
H -0.833 -0.828 5.844

Results of the Löwdin charge analysis, in e, for atoms 1 through 2:
1. Fe 0.796
2. O -0.106



# 3
Entry from OMol25: a structure of composition C40H36BF6N9O7STl (wB97M-V/def2-TZVPD).

Computed properties:
- orbital gap (alpha / beta) (eV) = 6.59 / 6.59
- calculated total energy (eV) = -102318.4688
- highest occupied orbital energy (alpha / beta) (eV) = -4.8159 / -4.8146
- total charge = -1
- ΔE to the lowest compared entry with this formula, charge and spin (kcal/mol) = 165.6

Geometry (Å):
Tl -1.111 0.198 0.397
S -3.330 0.306 -0.792
F -0.606 0.354 -3.226
F -2.493 -0.291 -5.813
F 4.164 -3.321 -2.702
F -5.053 -0.753 -3.798
F -2.696 -2.525 -3.503
F -3.288 2.387 -3.558
O 0.188 3.985 -1.597
O -0.228 -3.750 -1.787
O 2.126 -6.081 1.232
O 1.135 -0.029 -0.629
O -0.937 -1.721 -1.177
O -0.624 2.192 -0.544
O 1.069 -5.738 -0.684
N -2.063 -1.272 3.228
N 0.295 -1.896 1.174
N -2.431 1.655 2.001
N -2.407 -1.377 1.920
N -2.528 1.223 3.292
N -0.162 0.413 3.544
N 2.876 1.920 -3.775
N 0.951 -2.249 2.273
N 0.282 0.786 2.306
C -3.973 0.039 -3.608
C -3.687 1.817 5.432
C 0.198 2.785 -1.324
C -2.715 -3.350 2.925
C 4.836 2.076 -5.247
C -3.284 -3.139 0.399
C 0.366 -2.927 0.355
C -3.067 -0.310 -2.402
C -0.315 -2.802 -0.983
C 0.609 0.452 5.938
C -3.368 3.497 0.615
C -3.207 2.729 1.885
C 4.121 -0.107 -4.339
C 1.104 -3.985 0.956
C 3.470 2.659 -4.914
C -2.240 -2.452 3.857
C 1.503 1.294 2.460
C 1.923 2.503 -3.022
C -1.948 -2.668 5.306
C -2.337 -1.404 -2.927
C 0.782 0.686 4.471
C -1.801 -0.197 -3.472
C -3.365 2.022 3.987
C 3.828 -2.043 -2.954
C 1.263 1.929 -1.981
C 1.459 -3.490 2.190
C -3.648 1.266 -4.248
C 2.927 -1.402 -2.157
C 1.479 -5.355 0.507
C 4.427 -1.415 -4.040
C -2.716 0.231 -4.573
C 4.736 0.587 -5.522
C 3.209 0.588 -3.520
C -3.821 2.994 3.127
C 1.865 1.231 3.817
C 1.598 0.595 -1.595
C 2.335 1.863 1.363
C 3.598 4.150 -4.630
C 2.608 -0.067 -2.439
C -2.810 -2.629 1.720
B -1.661 0.084 3.829
H 5.715 0.157 -5.740
H 0.528 -5.017 -1.149
H -3.275 -2.348 -0.343
H -2.513 -1.981 5.939
H -4.435 2.545 5.743
H -3.581 4.543 0.843
H -2.469 3.436 0.008
H 2.450 -1.897 -1.321
H -4.194 3.101 0.023
H -0.118 1.148 6.363
H -2.805 1.941 6.065
H 1.647 3.519 -3.258
H -4.084 0.817 5.615
H 2.814 2.514 -5.778
H -2.655 -3.962 0.049
H 2.790 1.571 4.259
H 5.232 2.607 -6.113
H 3.027 2.593 1.784
H 2.912 1.087 0.860
H -0.887 -2.522 5.528
H 1.563 0.604 6.440
H 0.258 -0.557 6.156
H 1.712 2.363 0.628
H -1.785 0.019 5.019
H 4.159 4.609 -5.446
H 4.143 4.319 -3.699
H -4.508 3.794 3.358
H -4.304 -3.520 0.488
H 4.114 0.423 -6.407
H 2.024 -3.949 2.986
H 5.515 2.263 -4.409
H 5.130 -1.971 -4.649
H 2.639 4.663 -4.568
H -2.970 -4.385 3.093
H -2.209 -3.689 5.580
H 1.007 -1.584 3.030

Results of the Löwdin charge analysis, in e, for atoms 1 through 2:
1. Tl 0.880
2. S 0.779